# 1
The following is a quantum chemistry calculation of a cluster of 2 separate species, C6H12N2O in total in a non-equilibrium geometry, from OMol25.

```
21
Properties=species:S:1:pos:R:3:forces:R:3:lowdin_charge:R:1
C 0.161 0.945 0.859 -3.091 1.912 0.253 -0.12
C -2.115 -0.221 0.550 3.484 1.030 -1.764 -0.08
C 0.191 0.949 -0.645 -0.104 -1.490 -1.670 -0.16
C -1.762 -0.359 -0.986 -2.100 -0.454 0.628 -0.18
C -0.620 -0.328 1.100 -2.395 -0.937 1.090 -0.30
C 3.497 -0.225 -0.295 -1.993 -0.748 2.727 -0.12
N -0.322 -0.391 -1.027 0.177 -0.263 -1.736 -0.18
N 0.012 -1.164 0.091 0.711 -2.449 -0.040 -0.03
O 3.293 0.791 0.309 0.239 1.590 -0.136 -0.03
H 1.135 0.779 1.152 2.006 0.379 1.424 0.05
H -0.430 1.871 1.268 1.640 -1.628 -0.429 0.16
H -2.604 0.688 0.681 -0.483 1.957 0.600 0.07
H -2.751 -0.912 0.947 -1.449 -2.402 0.874 0.06
H -0.484 1.570 -1.141 -1.028 1.695 -0.347 0.09
H 1.100 1.043 -1.223 0.743 0.349 0.801 0.10
H -2.275 -1.274 -1.379 0.906 0.530 -0.008 0.12
H -2.143 0.488 -1.549 -0.062 0.027 -0.171 0.10
H -0.635 -0.757 2.122 0.464 0.351 -0.555 0.14
H 2.647 -0.957 -0.119 0.980 -0.206 -1.412 0.09
H 4.502 -0.423 -0.584 0.878 -0.685 -1.195 0.07
H -0.398 -2.116 -0.132 0.476 1.441 1.066 0.15
```
Forces are in eV/Å.

Multiplicity   1
Molecular weight   128.17 Da
Orbital gap   9.7 eV
HOMO   -8.62 eV
F_max   4.0 eV/A
Total energy   -11440.89652 eV


# 2
The following is a quantum chemistry calculation of the molecule C6H12N2O in a non-equilibrium geometry, from OMol25.

```
21
Properties=species:S:1:pos:R:3:forces:R:3:lowdin_charge:R:1
C 0.928 0.530 -0.074 0.764 2.415 -1.095 -0.36
C -0.533 0.781 0.367 2.398 0.064 3.445 -0.33
C 1.206 -0.909 -0.242 -1.298 0.853 -5.517 -0.33
C -1.488 -0.110 -0.301 -1.472 2.015 -2.379 -0.16
C 1.056 1.214 -1.434 -0.361 -1.953 -1.357 -0.09
C -0.423 0.700 1.917 0.457 -0.280 1.570 -0.08
N -1.663 -1.279 0.069 -0.823 -2.676 0.431 0.04
N 1.703 -1.573 0.626 2.934 -4.743 3.797 0.11
O -2.534 -2.025 -0.799 1.072 3.329 -1.092 -0.04
H 1.767 1.090 0.543 -2.081 -1.464 -0.428 0.18
H -0.610 1.831 0.191 -1.102 0.581 -0.629 0.12
H 0.969 -1.275 -1.366 0.353 0.394 2.236 0.16
H -2.049 0.310 -1.198 0.658 -0.674 0.912 0.16
H 0.612 0.606 -2.271 -0.450 0.725 0.827 0.09
H 2.048 1.144 -1.740 2.190 0.154 -0.400 0.05
H 0.799 2.244 -1.512 -0.604 0.733 0.251 0.07
H -1.319 0.974 2.499 -0.010 -0.285 -0.537 0.07
H 0.354 1.438 2.271 -0.718 -0.598 -0.601 0.08
H -0.040 -0.285 2.325 -0.606 0.905 -0.814 0.09
H -2.766 -2.793 -0.346 -0.255 -1.930 1.597 0.04
H 1.980 -2.614 0.474 -1.045 2.436 -0.217 0.11
```
Forces are in eV/Å.

Multiplicity   1
Molecular weight   128.17 Da
Orbital gap   10.3 eV
HOMO   -9.28 eV
F_max   6.7 eV/A
Total energy   -11440.69270 eV


# 3
The following is a quantum chemistry calculation of the molecule C6H12N2O in a non-equilibrium geometry, from OMol25.

```
21
Properties=species:S:1:pos:R:3:forces:R:3:lowdin_charge:R:1
C 0.255 0.349 -1.340 -0.375 1.260 1.709 -0.24
C 0.938 1.928 0.597 -0.029 -0.415 0.823 -0.06
C 0.563 -2.675 0.216 0.519 0.192 -0.930 -0.05
C -0.119 -0.367 1.396 -0.162 -1.238 -0.453 -0.23
C -0.202 0.972 0.248 1.188 -0.993 -4.156 -0.54
C 0.359 -1.364 0.779 -1.102 1.227 2.419 0.08
N -0.890 -0.266 -1.961 -0.267 -0.137 0.050 -0.03
O -0.734 -0.122 2.572 0.697 -0.063 -0.675 0.08
N -1.433 1.453 0.186 -0.526 0.059 2.127 0.03
H -1.152 0.753 2.502 -0.013 0.277 -0.252 0.11
H -2.201 0.844 0.455 -0.018 0.021 -0.692 0.04
H -0.763 -0.349 -2.963 0.075 -0.029 0.040 0.06
H -1.680 0.369 -1.828 0.115 -0.156 0.166 0.05
H 0.517 1.327 -1.762 0.118 -0.086 -0.313 0.09
H 1.136 -0.293 -1.412 0.077 -0.103 0.302 0.09
H 1.913 1.464 0.445 -0.022 -0.015 -0.077 0.08
H 0.860 2.831 -0.007 -0.160 -0.143 -0.066 0.08
H 0.857 2.214 1.647 0.056 0.164 0.022 0.08
H 1.613 -2.975 0.204 -0.046 0.095 -0.225 0.08
H 0.038 -3.423 0.821 -0.250 0.340 0.034 0.11
H 0.126 -2.670 -0.793 0.124 -0.257 0.145 0.09
```
Forces are in eV/Å.

Multiplicity   1
Molecular weight   128.17 Da
Orbital gap   6.1 eV
HOMO   -7.25 eV
F_max   4.4 eV/A
Total energy   -11438.18704 eV


# 4
The following is a quantum chemistry calculation of the molecule C6H12N2O in a non-equilibrium geometry, from OMol25.

```
21
Properties=species:S:1:pos:R:3:forces:R:3:lowdin_charge:R:1
C -0.488 -2.534 -0.906 -2.958 -1.741 0.484 -0.14
C 1.367 -0.990 -1.428 1.072 -0.161 1.910 -0.09
C 0.555 -0.390 -0.197 3.464 0.401 2.298 -0.21
C 0.322 1.194 -0.080 -4.434 -0.436 -0.811 -0.35
C 0.499 2.395 0.814 -0.388 -0.728 0.058 -0.04
C -0.810 1.498 1.092 1.203 2.084 -2.383 -0.27
H 0.264 -3.353 -0.523 -0.776 2.156 -0.350 0.08
H -0.987 -3.191 -1.903 1.229 2.560 2.789 0.13
H -1.346 -2.336 -0.035 2.040 -1.141 -2.401 0.12
H 1.833 -0.253 -2.119 -1.063 -0.640 0.166 0.10
H 2.011 -1.933 -1.281 -1.103 1.609 0.041 0.11
H 0.685 -0.860 0.866 -0.126 0.842 -2.220 0.16
H -0.545 1.032 -1.735 -1.363 -2.034 -1.727 0.03
H 0.295 3.435 0.184 1.082 -2.949 2.101 0.17
H 1.320 2.173 1.570 -1.190 1.331 -0.757 0.11
H -1.860 1.900 0.617 2.723 -1.017 1.531 0.18
H -0.727 0.952 3.172 0.373 0.874 -0.588 0.09
H -1.456 0.041 2.199 -2.135 -2.285 -0.306 0.03
N -0.064 -1.151 -1.203 -0.403 -0.874 -1.997 -0.20
N -0.683 0.605 2.210 1.017 1.434 0.444 0.01
O -0.185 1.766 -1.313 1.735 0.717 1.719 -0.04
```
Forces are in eV/Å.

Multiplicity   1
Molecular weight   128.17 Da
Orbital gap   8.9 eV
HOMO   -7.90 eV
F_max   4.5 eV/A
Total energy   -11438.41902 eV


What energy above the lowest of the compared OMol25 structures with the same formula, charge and spin values result from the calculations? In sequence: 364.16 383.82 625.58 603.20 kJ/mol.